Record 1
A molecular structure, C16H16CoNO4Si. Source: the Open Molecules 2025 dataset; level of theory: wB97M-V/def2-TZVPD.

Cartesian coordinates (Å):
Co 0.8727 -0.1985 1.2140
O 2.7145 2.8436 3.3998
C 2.2582 1.9948 2.6209
O 1.3162 1.1794 2.8116
C 2.9126 1.9164 1.2321
C 3.9413 2.7677 0.8637
C 4.4741 2.6473 -0.4113
C 3.9648 1.6906 -1.2729
C 2.9321 0.8709 -0.8349
N 2.4333 0.9940 0.3946
C 2.3119 -0.2022 -1.7532
O 2.8323 -0.2999 -2.8819
O 1.3632 -0.8327 -1.2482
H 4.2851 3.4938 1.5865
H 5.2802 3.2999 -0.7315
H 4.3267 1.5429 -2.2805
C -2.6824 1.2337 1.4157
Si -1.3728 0.3298 0.3330
C -1.3706 1.4035 -1.2581
C -2.3282 -1.2225 -0.2873
C -1.6450 -2.1513 -1.0871
C -2.2746 -3.2873 -1.5759
C -3.6068 -3.5452 -1.2675
C -4.2995 -2.6500 -0.4655
C -3.6629 -1.5071 0.0112
H -3.6088 1.4573 0.8718
H -2.2578 2.1797 1.7640
H -2.9375 0.6530 2.3071
H -2.3831 1.5490 -1.6537
H -0.7583 0.9230 -2.0246
H -0.9348 2.3874 -1.0558
H -0.5992 -1.9715 -1.3198
H -1.7180 -3.9837 -2.1945
H -4.0956 -4.4388 -1.6423
H -5.3374 -2.8411 -0.2084
H -4.2258 -0.8210 0.6366
C 1.2247 -2.0803 1.8391
H 2.2069 -2.5522 1.9673
H 0.4485 -2.7726 2.1858

**Lowest unoccupied orbital energy (alpha / beta)**: 5.2 / 5.2 eV
**Charge**: -2
**ΔE to the lowest compared entry with this formula, charge and spin**: 8.4 kcal/mol
**2S+1**: 5

Record 2
A single C13H9Cl2N3O2S2 molecule. Source: the Open Molecules 2025 dataset; level of theory: wB97M-V/def2-TZVPD.

Cartesian coordinates (Å):
C 3.1106 1.5598 -1.6832
N 2.5668 1.0343 -0.4644
C 1.4270 1.4186 0.1736
N 1.2466 0.7125 1.2624
N 2.2620 -0.1495 1.3633
C 3.0590 0.0309 0.3375
C 4.2567 -0.7175 0.1078
C 4.8058 -1.7223 0.8656
C 5.9823 -2.1158 0.1948
C 6.0661 -1.3297 -0.9146
O 5.0290 -0.4799 -0.9793
H 6.7869 -1.2786 -1.7064
H 6.6712 -2.8778 0.4952
H 4.4012 -2.1089 1.7767
S 0.3861 2.6800 -0.4170
C -0.7838 2.8019 0.9815
C -2.1682 2.4135 0.5011
O -3.0111 3.2492 0.2601
C -2.4186 0.9924 0.3147
C -1.6690 -0.1074 0.6487
C -2.3015 -1.3121 0.3013
C -3.5314 -1.1221 -0.2860
S -3.9355 0.5489 -0.4195
Cl -4.5778 -2.3443 -0.8339
Cl -1.6190 -2.8590 0.5735
H -0.7026 -0.0688 1.1257
H -0.7910 3.8457 1.2948
H -0.3998 2.1485 1.7615
H 4.1297 1.9107 -1.5167
H 3.1275 0.7860 -2.4523
H 2.4873 2.3888 -2.0147

**Lowest unoccupied orbital energy**: -0.3 eV
**Charge**: 0
**SMILES**: Cn1c(SCC(=O)c2cc(Cl)c(Cl)s2)nnc1-c1ccco1
**ΔE to the lowest compared entry with this formula, charge and spin**: 0.0 kcal/mol

Record 3
A molecular structure, C2HBeO2. Source: the Open Molecules 2025 dataset; level of theory: wB97M-V/def2-TZVPD.

Cartesian coordinates (Å):
C -0.1279 0.5258 -1.3596
C 0.7711 0.8228 -0.4843
H 1.6666 1.4107 -0.3378
O 0.2392 -0.6854 0.9129
Be -0.8670 -1.1024 -0.0915
O -1.0009 -0.4240 -1.2547

**Lowest unoccupied orbital energy (alpha / beta)**: -1.0 / -1.7 eV
**Charge**: 0
**2S+1**: 2

Record 4
A gas-phase ion, CHN4O (charge -1). Source: the Open Molecules 2025 dataset; level of theory: wB97M-V/def2-TZVPD.

Cartesian coordinates (Å):
C -0.4010 0.1132 -0.1709
N -2.1659 0.4691 -1.2754
N -1.1787 0.7504 -2.1272
N -1.6744 -0.0057 -0.1302
N -0.0811 0.6044 -1.3889
O 1.2843 0.7444 -2.0363
H 0.3640 -0.1889 0.6656

**Lowest unoccupied orbital energy**: 4.7 eV
**Charge**: -1
**SMILES**: [O-]n1cnnn1
**ΔE to the lowest compared entry with this formula, charge and spin**: 17.5 kcal/mol

Number 1: total energy -2647.3050 hartree, molecular weight 373.33 g mol⁻¹. Number 2: total energy -2532.2687 hartree, molecular weight 374.27 g mol⁻¹. Number 3: total energy -241.8891 hartree, molecular weight 66.04 g mol⁻¹. Number 4: total energy -332.9034 hartree, molecular weight 85.05 g mol⁻¹.